P) Density functional theory data (ωB97M-V with the def2-TZVPD basis set) for one molecule with the formula C3H5PS.

Geometry as XYZ:
```
10
Properties=species:S:1:pos:R:3:mulliken_charge:R:1
C -0.77757 -0.16523 1.02109 -0.5506
C 0.63041 -0.15232 0.49454 -0.2817
C -0.43810 -0.16792 -0.52205 -0.1505
P 0.43680 1.42498 -0.46505 -0.0147
S 1.50499 0.68259 -2.26132 -0.3491
H -1.15783 -1.22631 1.20894 0.2084
H -1.25548 0.65630 1.55954 0.2573
H 1.42406 -0.77553 0.61809 0.3603
H -0.68957 -0.64553 -1.48748 0.3814
H 2.52551 1.54719 -2.04026 0.1394
```

Calculated values
SMILES string   SP1[C@@H]2C[C@@H]21
Spin multiplicity   1
Total charge   0


Q) Density functional theory data (ωB97M-V with the def2-TZVPD basis set) for one molecule with the formula C3H5PS.

Geometry as XYZ:
```
10
Properties=species:S:1:pos:R:3:mulliken_charge:R:1
C -0.36728 0.44724 -0.19039 -0.0413
C 0.94439 0.01283 -0.23738 -0.2684
C 2.42368 0.65408 -0.34815 -0.2950
P -1.74851 -0.70446 -0.31827 -0.1148
S 3.66297 -0.40644 -0.29415 -0.2041
H -0.52726 1.56008 -0.03004 0.2854
H 1.13991 -1.06186 -0.47252 0.2327
H 2.39305 1.67232 -0.13203 0.3416
H -2.52713 -0.47624 0.77150 0.0280
H -1.42159 -1.81149 0.41067 0.0359
```

Calculated values
SMILES string   P/C=C/C=S
Spin multiplicity   1
Total charge   0


What should be chosen as the most stable of them? Choose P).


P) Density functional theory data (ωB97M-V with the def2-TZVPD basis set) for one molecule with the formula C7H10NOP.

Geometry as XYZ:
```
20
Properties=species:S:1:pos:R:3:mulliken_charge:R:1
C -0.05729 -0.51483 -1.38698 -0.2438
C 1.30262 -0.64822 -1.50515 -0.6142
C -0.26573 -0.73372 1.06844 -0.4587
C -0.77510 -0.32227 -0.11833 0.1392
C 1.95268 -0.47847 -0.11651 -0.7971
C 1.14576 -1.22393 0.96128 -0.5022
C -1.93531 1.77474 -0.03885 -0.7585
N -2.17239 0.34261 -0.11005 0.4277
O -3.55647 -1.85002 -0.07441 -0.4767
P -3.62157 -0.40465 0.06699 0.0032
H -0.76398 -0.59478 -2.22356 0.3556
H 1.87843 -0.72051 -2.42593 0.4358
H -0.63128 -0.66212 2.05353 0.4269
H 2.96968 -0.84338 -0.13873 0.4015
H 1.82682 0.57073 0.11714 0.2892
H 1.69391 -1.08008 1.94724 0.3027
H 1.30226 -2.34160 0.69174 0.2258
H -3.01251 2.14436 0.17038 0.2919
H -1.09802 2.07618 0.69460 0.2563
H -1.56257 2.03598 -1.00413 0.2954
```

Calculated values
SMILES string   CN(P=O)C1=CCCC=C1
Spin multiplicity   1
Total charge   0


Q) Density functional theory data (ωB97M-V with the def2-TZVPD basis set) for one molecule with the formula C7H10NOP.

Geometry as XYZ:
```
20
Properties=species:S:1:pos:R:3:mulliken_charge:R:1
C 1.23551 -1.58566 -1.02126 -0.6794
C -0.13812 -0.98738 -0.94592 -0.3166
C 2.11276 -1.37319 -0.03528 -0.4352
C -0.34974 0.05566 -0.14465 -0.0359
C 1.73902 -0.48874 1.13037 -1.2063
C 0.64115 0.57200 0.82988 -0.4617
C -1.64879 2.04331 -0.53565 -0.7614
N -1.77481 0.67338 -0.11586 0.3808
O -2.55798 -1.70883 0.41643 -0.4656
P -3.08002 -0.32015 0.21104 0.0410
H 1.61018 -2.24410 -1.77845 0.3678
H -0.84763 -1.31018 -1.54259 0.6283
H 3.05938 -1.66144 0.04622 0.5373
H 1.42470 -1.10169 1.87715 0.3900
H 2.57214 -0.07900 1.60643 0.4960
H 1.23388 1.37160 0.35434 0.2920
H 0.00644 0.78637 1.62827 0.3917
H -2.67170 2.53014 -0.31592 0.2763
H -0.84999 2.64159 -0.02092 0.2901
H -1.71638 2.18631 -1.64363 0.2709
```

Calculated values
SMILES string   CN(P=O)C1=CC=CCC1
Spin multiplicity   1
Total charge   0


What should be chosen as the most stable of them? Choose P).


P) Density functional theory data (ωB97M-V with the def2-TZVPD basis set) for a 2-piece molecular cluster, C5H8N2O3 overall.

Geometry as XYZ:
```
18
Properties=species:S:1:pos:R:3:mulliken_charge:R:1
C 0.75569 1.25215 -2.22921 -0.3924
C -1.48825 -0.68152 2.08749 0.5438
C -0.93879 -1.92098 1.57088 -0.4727
C 0.13632 -1.90354 0.77239 -0.0766
C 0.34961 0.53181 0.89827 0.2954
H -0.01048 2.10500 -3.66658 0.3557
H 1.21596 1.41718 -1.21093 0.1786
H -0.26815 0.99513 -1.87532 0.1949
H 1.29400 0.24155 -2.57795 0.1522
H -0.99273 1.33961 2.14557 0.2502
H -1.52770 -2.95324 1.50104 0.2428
H 0.57460 -2.74095 0.23013 0.3768
H 1.69777 -0.67930 0.03047 0.2796
N -0.75384 0.43550 1.69761 -0.0580
N 0.82563 -0.71224 0.59090 -0.1289
O 0.79589 2.30665 -3.09552 -0.4968
O -2.54293 -0.53071 2.70864 -0.6191
O 0.87742 1.49790 0.42213 -0.6254
```

Calculated values
SMILES string   O=c1cc[nH]c(=O)[nH]1.CO
Spin multiplicity   1
Total charge   0


Q) Density functional theory data (ωB97M-V with the def2-TZVPD basis set) for one molecule with the formula C5H8N2O3.

Geometry as XYZ:
```
18
Properties=species:S:1:pos:R:3:mulliken_charge:R:1
C 0.64830 -1.44978 -0.34301 0.0576
C 0.59691 -0.31835 -1.09376 0.3907
C -0.39527 -1.17505 0.86671 -0.4601
C 1.43090 -0.07279 -2.33796 -1.1888
C -1.42443 0.78655 1.43759 -0.7642
N -1.15709 -0.11500 0.36567 -0.1096
N 1.56952 -2.46929 -0.25337 0.9670
O 2.37705 -2.57535 -1.18535 -0.6829
O 1.47954 -3.16947 0.72312 -0.6127
O -0.45672 0.41877 -0.78581 -0.2939
H -0.97789 -2.02786 1.13021 0.4276
H 0.26728 -0.95479 1.63789 0.3341
H 2.11187 -0.92638 -2.41225 0.3363
H 1.94733 0.81752 -2.41076 0.4022
H 0.74318 -0.29741 -3.19710 0.2851
H -2.10985 1.71764 1.28207 0.2331
H -1.90008 0.09894 2.04555 0.3735
H -0.39999 1.04247 1.88193 0.3050
```

Calculated values
SMILES string   CC1=C([N+](=O)[O-])CN(C)O1
Spin multiplicity   1
Total charge   0


R) Density functional theory data (ωB97M-V with the def2-TZVPD basis set) for a 2-piece molecular cluster, C5H8N2O3 overall.

Geometry as XYZ:
```
18
Properties=species:S:1:pos:R:3:mulliken_charge:R:1
N 1.77849 0.30005 -2.20731 -0.5831
C 1.10351 -0.74012 -1.56816 0.6449
C 0.85794 -2.01525 -1.99173 -0.5402
O 0.08988 -2.67128 -1.08153 -0.3492
C -0.22091 -1.80019 -0.09498 -0.6226
C 0.35132 -0.58924 -0.34819 0.2338
N 0.26816 0.60917 0.38955 -0.4956
C -1.67678 1.36897 2.91766 0.2351
O -1.89030 0.32185 3.48532 -0.4418
H 2.49600 0.73727 -1.63840 0.2196
H 2.15799 0.04894 -3.11233 0.2300
H 1.05757 -2.52487 -2.92851 0.3536
H -0.74191 -2.19185 0.77232 0.4420
H 0.90243 1.32496 0.04204 0.2269
H -0.91037 2.09938 3.24949 0.3106
H -0.71895 1.03466 0.42408 0.2522
O -2.49509 1.84593 1.90143 -0.4678
H -2.40899 2.84161 1.78926 0.3517
```

Calculated values
SMILES string   Nc1cocc1N.O=CO
Spin multiplicity   1
Total charge   0


What should be chosen as the most stable of them? Choose P).


P) Density functional theory data (ωB97M-V with the def2-TZVPD basis set) for a 2-piece molecular cluster, C6H13NO overall.

Geometry as XYZ:
```
21
Properties=species:S:1:pos:R:3:mulliken_charge:R:1
C -0.70025 0.10969 2.42948 -0.7933
N -1.51187 0.25570 1.25038 -0.0756
C -1.24031 -0.28522 -0.02569 0.8461
C -2.06267 -0.31052 -1.02540 -0.8303
C 2.18963 -1.33965 -1.50996 -1.3148
C 0.66486 -1.32984 -1.12918 -0.3350
C 0.17033 -0.52301 -0.19894 -0.1891
H -0.57726 -0.90743 2.77880 0.3563
H -1.14801 0.79451 3.23333 0.3285
H 0.35531 0.39882 2.30856 0.2750
H -2.55544 0.44789 1.29981 0.3069
H -1.60923 -0.59964 -2.15757 0.3208
H -3.16286 -0.38912 -0.87760 0.3136
H 2.43682 -1.23475 -2.52213 0.3880
H 2.94217 -0.89576 -0.92920 0.3872
H 2.42958 -2.46738 -1.41492 0.3174
H -0.01338 -2.11916 -1.63182 0.3780
H 0.82186 0.21847 0.24840 0.3129
H 0.78470 3.30622 0.65065 0.3053
H 1.10432 3.06239 -0.56299 0.2898
O 0.68170 3.80778 -0.21401 -0.5877
```

Calculated values
Expectation value of S²   0.771
Spin multiplicity   2
Total charge   +1


Q) Density functional theory data (ωB97M-V with the def2-TZVPD basis set) for an isolated ion of composition C6H13NO and charge +1.

Geometry as XYZ:
```
21
Properties=species:S:1:pos:R:3:mulliken_charge:R:1
O -1.55998 0.70476 -2.02587 -0.4212
C -1.85391 -0.53812 -1.52072 -0.3112
N -1.86328 -0.55798 0.01139 -0.2279
C -0.69276 -0.17783 0.67723 -0.0888
C 0.87951 -0.40742 -0.03013 0.8162
C 1.89003 -0.60145 1.10370 -1.3089
C 1.21095 0.42295 -1.12624 -0.8618
C -0.70603 1.16785 1.38529 -1.2160
H -1.20827 -1.35322 -1.83391 0.3226
H -2.81991 -0.87556 -1.87071 0.3629
H -0.59616 -0.96362 1.45746 0.4163
H 0.60431 -1.45771 -0.33060 0.2764
H 1.33594 -0.73364 2.03270 0.4015
H 2.44660 -1.52627 0.96832 0.3491
H 2.60890 0.20694 1.22105 0.3727
H -0.59708 0.88096 -1.93925 0.3207
H 1.46295 0.08686 -2.13064 0.3603
H 1.76275 1.34363 -0.85060 0.3299
H -0.90712 2.00953 0.75530 0.3147
H -1.58241 1.14646 2.04456 0.3927
H 0.18499 1.22285 2.00168 0.3998
```

Calculated values
Expectation value of S²   0.875
Spin multiplicity   2
Total charge   +1


What should be chosen as the most stable of them? Choose P).